(1)
{"formula": "C2H5N3", "method": "ωB97M-V/def2-TZVPD", "symbols": ["C", "H", "N", "H", "N", "N", "H", "C", "H", "H"], "xyz": [[0.064, -0.039, 2.127], [0.440, -1.164, -1.954], [0.371, -0.512, -0.007], [0.712, -1.475, 0.266], [-0.053, 0.377, 0.922], [-0.527, 0.659, -1.908], [-0.822, 1.372, -1.257], [0.093, -0.288, -1.360], [0.382, -1.063, 2.323], [-0.192, 0.621, 2.974]], "atomic_forces_ev_per_a": [[-0.4669, 0.7097, 0.0135], [-0.1448, 0.7425, 0.2414], [0.2903, -1.0282, -0.6724], [-0.6020, 1.6580, -0.2746], [0.4751, -0.6296, 1.0609], [0.2746, -0.0803, -0.4404], [-0.0642, 0.1678, 0.3952], [-0.0052, -1.1818, 0.1931], [0.1518, 0.0455, 0.2146], [0.0912, -0.4036, -0.7313]], "de_lowest_ev": 1.322, "smiles": "[H]/N=C\\NN=C", "gap_ev": 9.9, "lumo_energy_ev": 0.88}

=====

(2)
{"formula": "C2H8N2O", "method": "ωB97M-V/def2-TZVPD", "symbols": ["H", "C", "O", "H", "H", "H", "H", "H", "N", "H", "C", "H", "N"], "xyz": [[2.444, -1.979, -1.109], [-5.991, 0.980, 1.210], [-6.940, 0.362, 1.848], [-5.700, 2.012, 1.467], [4.010, -1.650, -1.309], [3.245, -0.577, 0.718], [1.567, 0.995, -1.052], [0.987, -0.177, -0.089], [1.751, 0.482, -0.196], [-5.255, 0.399, 0.621], [3.024, -0.193, -0.283], [3.769, 0.568, -0.504], [3.088, -1.223, -1.322]], "atomic_forces_ev_per_a": [[-0.0612, 0.1184, 0.0291], [-0.2349, -0.3140, -0.0688], [0.1032, 0.1450, -0.0052], [0.0717, 0.0106, 0.0292], [-0.0064, 0.0535, -0.1137], [0.0473, -0.1174, 0.0388], [0.0015, -0.0558, 0.0234], [0.0497, 0.0466, 0.1285], [-0.1096, 0.0138, -0.2393], [0.0659, 0.1507, 0.0405], [-0.3088, 0.1409, 0.2552], [0.1778, -0.0393, -0.0821], [0.2038, -0.1531, -0.0357]], "de_lowest_ev": 1.474, "charge": -1, "spin_multiplicity": 2, "gap_ev": [1.9, 4.9], "lumo_energy_ev": [2.60, 2.60]}

=====

(3)
{"formula": "H26NO11", "method": "ωB97M-V/def2-TZVPD", "symbols": ["H", "H", "H", "H", "O", "O", "H", "O", "H", "H", "H", "H", "H", "H", "H", "H", "H", "H", "O", "H", "H", "H", "H", "O", "N", "H", "H", "O", "O", "O", "H", "H", "H", "O", "O", "H", "H", "O"], "xyz": [[-0.699, 3.087, 2.890], [-2.455, -0.660, 0.844], [-2.022, 2.512, 1.215], [2.295, -2.218, -1.340], [2.287, 0.860, 1.534], [-2.194, -1.413, 0.342], [-0.971, -0.587, -3.631], [-2.252, 1.562, -1.072], [-2.269, -2.171, 0.773], [1.610, 0.543, 2.083], [0.338, 0.118, -3.316], [-0.390, 0.499, 0.308], [2.299, 1.752, 2.060], [1.061, 0.539, -0.653], [0.103, -2.154, 1.939], [0.160, -0.821, 3.935], [-0.275, 0.335, 3.086], [-2.554, 2.667, -0.083], [-0.542, 2.395, 2.122], [-2.410, 2.363, -1.683], [0.128, 2.939, 1.671], [3.093, 1.018, -2.499], [-0.895, -3.284, -2.163], [-0.259, -0.342, -2.935], [0.177, 0.242, -0.528], [3.745, -1.997, -1.521], [-0.529, 0.534, -1.238], [-0.118, -0.551, 3.044], [3.185, 1.405, -1.654], [0.747, -2.630, 1.335], [-1.351, -2.457, -0.807], [4.107, 0.880, -1.516], [0.485, -3.390, 0.930], [-0.674, -3.078, -1.291], [-2.905, 2.539, 0.858], [0.280, -0.725, -0.466], [-3.177, 1.257, -1.138], [2.840, -1.567, -1.434]], "atomic_forces_ev_per_a": [[-0.1529, -2.2729, -1.8100], [-0.5687, 0.5397, 0.9401], [0.2613, -0.1098, 1.2866], [-5.3406, -6.3358, 0.9659], [0.9061, 3.9289, 0.8433], [1.0644, 4.4586, -4.1361], [2.0565, 0.7131, 1.7123], [-0.7256, 0.8758, -4.6249], [-0.8627, -4.8777, 3.6159], [-1.7690, -2.1907, 1.0605], [6.5487, 4.9423, -4.5908], [1.6902, 0.1930, 0.0273], [0.9202, -1.8536, -1.8910], [4.1628, 2.4623, -0.0637], [0.9075, -1.4081, -1.2901], [-0.1071, 0.0531, -0.3939], [-0.9369, 4.0290, 0.2097], [-1.6172, 0.0184, 2.6106], [0.7318, 2.8020, 2.5146], [1.1185, -1.6164, 0.5964], [0.0335, -0.5767, -0.4032], [-1.0124, -0.3734, -2.0055], [-1.0370, -0.1895, -1.9309], [-8.6781, -5.7218, 2.0291], [-5.9371, 0.4919, 1.4144], [-1.8088, 0.8809, 0.2422], [1.0744, -0.7258, -0.3076], [0.8859, -3.8847, 0.2570], [3.7885, -1.6016, 1.4834], [0.9663, 4.7165, 2.5025], [1.7410, -1.6534, -2.2350], [-3.0505, 2.0697, 0.5554], [-1.8463, -3.1391, -1.4135], [-0.4520, 1.8639, 3.8888], [-0.0815, 1.4507, -0.8076], [-0.2794, -2.6644, -0.2390], [0.4089, -0.6413, 0.6279], [6.9972, 5.3468, -1.2411]], "de_lowest_ev": 4.872, "charge": 1, "gap_ev": 10.2, "lumo_energy_ev": -3.06}

=====

(4)
{"formula": "C40H39BrN2O4TeV", "method": "ωB97M-V/def2-TZVPD", "symbols": ["H", "C", "C", "H", "C", "H", "H", "O", "H", "H", "H", "C", "H", "H", "H", "C", "H", "H", "H", "C", "N", "C", "H", "C", "C", "C", "C", "H", "C", "C", "H", "C", "Br", "C", "C", "H", "C", "C", "H", "C", "H", "H", "H", "C", "C", "H", "C", "H", "H", "H", "C", "O", "H", "H", "C", "H", "C", "C", "O", "H", "H", "C", "Te", "C", "C", "H", "V", "C", "C", "H", "C", "H", "N", "H", "H", "O", "H", "C", "C", "H", "C", "C", "C", "H", "C", "C", "H", "C"], "xyz": [[-3.927, 1.541, 2.297], [0.844, -0.177, 3.714], [0.656, -4.994, 0.262], [-2.415, -2.243, 1.039], [-3.508, -2.076, -3.736], [3.090, 0.574, -1.506], [2.703, -3.878, -2.179], [-6.185, -1.792, 0.198], [0.541, -5.814, 0.960], [2.453, -5.776, -0.613], [1.519, 0.192, 4.475], [-5.401, -0.699, 0.252], [-3.105, -3.771, -0.306], [-1.796, -0.896, -3.174], [-1.450, -2.561, 3.091], [4.608, 2.561, 1.915], [1.867, 2.894, -2.548], [-2.651, 4.088, 2.061], [-1.102, -4.012, 0.949], [-4.244, 1.039, 1.390], [-3.782, 1.564, 0.251], [4.099, -1.256, -1.016], [6.386, 3.410, 2.749], [1.863, -3.909, -1.496], [-0.274, -3.965, 0.252], [0.036, -1.270, 3.953], [-5.058, -0.071, 1.447], [-5.201, -3.373, -4.004], [0.937, -2.877, -1.499], [-0.148, -2.894, -0.631], [2.380, 1.737, 3.059], [3.154, 0.267, 0.605], [-3.479, 1.709, -2.470], [5.595, 3.527, 2.018], [1.693, 1.638, 2.218], [1.049, -2.033, -2.167], [3.580, 2.683, 0.982], [-1.795, -1.432, 0.662], [-5.133, -0.672, -1.884], [-1.190, -1.771, -0.719], [-6.459, -2.045, 1.087], [-2.018, 4.242, -3.174], [0.063, -1.777, 4.909], [-4.244, -3.666, -2.104], [3.575, 3.793, 0.150], [5.028, -3.029, -0.232], [4.564, 4.764, 0.248], [-2.485, 5.182, -1.744], [-4.927, -4.446, -1.789], [3.384, -0.350, 2.654], [-0.805, -1.706, 2.945], [1.596, 1.924, -0.159], [-2.465, -0.587, 0.485], [4.552, -2.430, 2.119], [-0.820, -1.034, 1.734], [-5.409, -0.447, 2.400], [-4.398, -3.066, -3.345], [1.083, 3.556, -2.908], [-2.010, 3.500, 1.650], [0.493, 3.058, -3.673], [-2.513, 2.976, 0.998], [-2.333, -2.261, -1.633], [-0.151, 3.977, -1.215], [0.801, 0.457, 2.478], [5.578, 4.636, 1.183], [4.538, 5.623, -0.411], [-0.107, 0.988, -0.386], [-4.916, -0.185, -0.943], [-4.132, 0.949, -0.865], [1.512, 4.475, -3.300], [3.421, -0.087, -0.715], [1.092, 2.552, 2.190], [-0.034, 0.038, 1.511], [-1.259, 5.826, -2.857], [4.654, 1.693, 2.562], [-0.644, -0.623, -1.266], [4.299, -1.510, -2.050], [2.470, 1.616, 0.871], [-3.217, -3.270, -1.259], [-3.611, -1.604, -4.706], [4.511, -2.107, 0.001], [4.243, -1.771, 1.317], [3.576, -0.589, 1.616], [2.783, 3.893, -0.577], [1.727, -4.973, -0.618], [-2.484, -1.679, -2.887], [6.349, 5.392, 1.262], [-1.659, 4.921, -2.404]], "atomic_forces_ev_per_a": [[-0.0122, -0.0083, 0.0321], [-0.0178, -0.0326, 0.0240], [0.0167, -0.0093, -0.0059], [0.0028, -0.0511, 0.0294], [-0.0090, -0.0335, 0.0099], [-0.0026, 0.0101, -0.0052], [-0.0109, 0.0097, 0.0011], [-0.0359, -0.0663, 0.0026], [0.0017, 0.0023, -0.0017], [0.0005, 0.0032, -0.0045], [0.0085, 0.0117, -0.0165], [0.0684, 0.1261, -0.0063], [-0.0071, 0.0000, 0.0204], [-0.0087, -0.0384, 0.0000], [-0.0072, -0.0012, -0.0274], [0.0093, -0.0047, -0.0008], [0.0136, 0.0038, -0.0285], [0.0008, 0.0136, -0.0477], [-0.0201, 0.0261, -0.0013], [-0.0134, 0.0571, -0.0085], [0.0123, -0.0101, 0.0692], [-0.0018, -0.0032, 0.0064], [-0.0062, 0.0007, -0.0045], [0.0070, 0.0019, -0.0190], [0.0047, 0.0034, -0.0055], [-0.0160, 0.0077, -0.0472], [-0.0452, -0.0561, 0.0567], [0.0035, -0.0045, 0.0032], [0.0177, 0.0271, 0.0058], [-0.0295, 0.0254, 0.0434], [-0.0149, -0.0162, 0.0116], [0.0083, 0.0090, -0.0079], [-0.0474, 0.0148, -0.0172], [0.0115, -0.0077, 0.0171], [0.0542, -0.0228, -0.0776], [-0.0018, -0.0066, -0.0047], [-0.0392, 0.0084, -0.0369], [-0.0244, 0.0418, 0.0237], [0.0091, 0.0308, 0.0219], [0.0036, -0.1003, -0.0719], [-0.0042, -0.0083, -0.0042], [0.0137, -0.0049, 0.0038], [-0.0034, 0.0023, -0.0031], [-0.0132, -0.0132, 0.0598], [-0.0114, -0.0139, -0.0029], [0.0000, 0.0037, -0.0054], [0.0011, -0.0090, 0.0131], [-0.0054, -0.0105, -0.0240], [0.0066, 0.0035, -0.0028], [0.0062, 0.0067, -0.0046], [0.1000, -0.0354, 0.0873], [-0.1203, -0.1022, 0.0208], [0.0254, -0.0555, -0.0194], [-0.0031, 0.0059, -0.0020], [-0.1479, 0.0646, -0.0867], [0.0096, 0.0044, 0.0036], [0.0086, 0.0322, -0.0539], [-0.0014, 0.0058, 0.0742], [-0.0138, -0.1033, -0.0810], [-0.0009, -0.0031, 0.0055], [-0.0149, 0.0767, 0.0553], [0.0627, 0.0547, -0.0441], [-0.1010, -0.1597, -0.0857], [0.0078, 0.0446, -0.0246], [0.0034, 0.0193, -0.0084], [-0.0036, -0.0050, 0.0001], [0.3113, 0.2132, -0.2339], [-0.0629, -0.0899, -0.0456], [0.0796, 0.0632, -0.0139], [-0.0052, 0.0028, 0.0038], [0.0135, 0.0039, 0.0049], [-0.0201, -0.0028, -0.0002], [-0.0697, -0.1067, 0.1864], [0.0181, -0.0061, 0.0172], [-0.0010, -0.0016, -0.0063], [-0.0416, 0.2145, 0.0773], [-0.0006, 0.0037, 0.0029], [0.1443, 0.0167, 0.1642], [0.0096, -0.0132, -0.0287], [-0.0097, -0.0033, -0.0021], [0.0010, -0.0085, -0.0064], [0.0094, -0.0120, 0.0243], [-0.0124, -0.0059, -0.0255], [-0.0222, 0.0043, -0.0262], [-0.0154, -0.0107, 0.0250], [-0.0102, -0.0038, 0.0218], [-0.0026, -0.0072, -0.0007], [0.0037, -0.0130, 0.0589]], "spin_multiplicity": 4, "gap_ev": [6.9, 8.2], "lumo_energy_ev": [0.21, 0.20]}

=====

(5)
{"formula": "C33H36AsBiN4S5", "method": "ωB97M-V/def2-TZVPD", "symbols": ["S", "H", "C", "H", "C", "H", "C", "C", "C", "H", "H", "C", "H", "H", "C", "H", "H", "C", "S", "N", "H", "H", "C", "S", "C", "C", "C", "C", "H", "H", "H", "C", "H", "Bi", "C", "H", "H", "C", "H", "H", "H", "H", "S", "H", "C", "C", "H", "C", "C", "C", "As", "C", "H", "H", "C", "H", "H", "C", "C", "H", "H", "H", "N", "H", "C", "H", "C", "H", "S", "H", "H", "N", "C", "C", "N", "H", "C", "C", "C", "C"], "xyz": [[4.090, -0.364, 0.167], [1.168, -5.362, 1.736], [-4.428, -0.506, 3.586], [0.960, 4.721, 1.862], [0.085, -3.696, 0.978], [-2.078, -3.907, 4.202], [3.863, -1.036, 1.848], [3.037, -0.240, 2.816], [5.142, 1.123, 0.285], [0.911, 1.299, 4.326], [4.202, 2.314, -1.264], [-1.851, 2.401, -1.945], [-2.381, 2.106, -1.036], [-0.230, -5.599, 3.765], [-2.655, -1.736, 2.510], [0.655, -3.623, 0.051], [2.982, -0.799, 3.754], [-2.460, -2.090, -1.243], [-0.270, 2.778, 1.063], [-0.702, 1.791, -2.262], [5.559, 1.228, 1.268], [-3.648, -2.328, 4.375], [-4.394, 0.437, 2.554], [1.278, 0.006, 2.352], [-0.916, -2.767, 1.222], [-2.463, 3.350, -2.776], [-3.576, -1.598, 3.549], [1.086, 1.459, -3.898], [5.123, 3.272, -0.105], [2.659, 4.929, 0.109], [1.886, 2.243, 3.164], [-1.898, 3.672, -4.015], [-4.422, -3.391, -4.318], [1.116, 0.421, -0.636], [-3.477, 0.316, 1.527], [3.302, -1.950, 1.642], [4.685, -1.415, -4.148], [0.330, -4.683, 1.921], [-1.720, -4.072, -1.000], [-0.328, 3.218, -5.375], [3.502, 0.730, 2.993], [-2.375, 4.435, -4.659], [1.913, -2.076, -1.902], [4.885, -1.245, 2.224], [2.928, -1.232, -3.057], [-0.133, 2.098, -3.471], [-3.384, -0.187, -1.712], [-0.424, -4.773, 3.079], [1.005, 1.599, 3.282], [-2.369, -3.436, -1.603], [-1.294, -1.237, 0.092], [0.762, 4.283, 0.873], [-3.405, 3.760, -2.424], [4.315, -2.765, -3.088], [-1.653, -2.819, 2.412], [-2.976, -4.961, -2.976], [1.810, 3.842, -0.949], [-0.752, 3.005, -4.373], [-3.287, -1.248, -1.994], [0.090, 4.924, 0.298], [-1.096, 1.696, 2.977], [-4.586, -1.042, -3.703], [2.754, -0.009, -3.505], [1.560, 1.718, -4.862], [-0.221, 2.339, 2.850], [-5.129, -0.377, 4.397], [-3.963, -1.730, -3.111], [-3.411, 1.103, 0.772], [2.985, 2.688, 0.871], [5.970, 0.887, -0.410], [-5.097, 1.282, 2.602], [4.087, -1.820, -3.420], [2.045, 4.032, 0.104], [-2.626, -0.805, 1.470], [1.612, 0.552, -3.091], [-0.365, 3.269, 3.391], [4.456, 2.404, -0.196], [-1.412, -3.833, 3.345], [-3.856, -3.060, -3.439], [-3.084, -3.915, -2.696]], "atomic_forces_ev_per_a": [[-0.3201, 0.0751, -0.2726], [-0.4738, 0.0259, 0.1393], [0.0659, 0.0349, -0.5841], [-0.1908, -0.1227, -0.2817], [-0.0784, 0.3736, -0.1789], [0.3956, -0.0701, 0.0021], [0.1023, -0.0616, -0.6870], [-0.0582, 0.2677, 0.5774], [0.1738, -0.1399, -0.8623], [0.0288, 0.0773, 0.0336], [-0.2500, -0.0086, 0.3609], [-0.2657, 0.2115, -0.7760], [0.5241, 0.0621, -0.1067], [-0.1037, 0.3442, -0.0926], [0.0943, -0.3548, 0.1855], [0.0412, -0.2258, 0.2923], [0.2280, 0.1832, 0.0132], [0.0341, 0.4942, -0.7816], [-0.3183, -0.1713, 0.4054], [0.7079, 0.2156, -0.6728], [0.1180, 0.0125, 0.5680], [0.2462, 0.3859, -0.6484], [-0.4271, 0.3925, 0.5550], [0.2435, 0.5415, 0.2217], [1.0108, -0.1730, 0.1711], [0.0455, -0.3774, 0.2723], [-0.1430, -0.1579, 0.6712], [1.3514, -1.7474, 1.5959], [-0.0311, -0.3285, 0.0616], [0.0024, 0.1757, 0.0827], [-0.0899, -0.4078, 0.0717], [-0.9314, 0.3364, 0.7089], [0.3890, -0.1655, 0.4013], [0.0621, -0.8826, -0.7641], [0.5096, -0.3022, -0.5415], [0.5005, -0.3522, -0.0454], [-0.6340, -0.1583, 0.5382], [0.8019, -0.2809, -0.4372], [-0.2457, -0.0951, -0.3777], [-0.0136, -0.3595, 0.8783], [-0.2174, 0.0995, 0.1179], [0.4024, -0.6801, 0.3607], [-0.4778, 0.7661, 0.4481], [-0.7909, -0.0757, 0.0605], [1.1534, 0.3452, 0.4991], [-1.7930, 1.0404, -0.1250], [0.0372, -0.4904, -0.2203], [-0.0437, -0.1550, 0.3586], [0.7201, -0.2675, -0.0229], [0.5292, 0.2851, 0.6007], [-1.4655, -1.1839, 0.7108], [-0.2534, -0.3928, 0.2732], [0.1541, 0.1529, -0.2234], [-0.3030, 0.8701, -0.3172], [-0.0755, 0.1436, -0.3839], [-0.1456, 0.2267, 0.0881], [0.0985, -0.3178, 0.0988], [0.9717, -0.2205, -0.3486], [0.2097, 0.6103, 0.0951], [0.3547, 0.2987, 0.1465], [-0.1557, 0.2316, 0.0158], [0.3227, -0.4673, 0.3277], [0.2319, -0.6227, -0.2834], [-0.3057, -0.3190, 0.6104], [-0.4253, -0.2925, -1.0191], [-0.0330, -0.0832, 0.0348], [-0.2731, 1.1166, 0.5094], [-0.1166, -0.2693, 0.0977], [0.1591, -0.2957, -0.6437], [-0.2702, 0.2852, 0.3964], [0.4999, -0.3763, -0.1603], [0.2330, -0.9226, -0.0817], [0.3172, 0.3431, -0.4420], [-0.2906, 1.4017, 0.2510], [-1.1530, 2.2272, -1.4909], [0.0135, -0.0212, 0.2708], [-0.1633, 0.3514, -0.0171], [-0.5290, 0.1676, -0.5454], [-0.8578, -0.0994, -1.1988], [0.6290, -0.6763, 0.4548]], "de_lowest_ev": 0.000, "charge": 2, "gap_ev": 6.7, "lumo_energy_ev": -6.40}

=====

Question: What is the formula in the fifth record?
Answer: C33H36AsBiN4S5